No. 1
{
  "formula": "C23H41BrF3INO20",
  "method": "ωB97M-V/def2-TZVPD",
  "charge": -1,
  "e_lumo_ev": 1.72,
  "spin_multiplicity": 1,
  "species": ["O", "C", "O", "C", "Br", "N", "I", "C", "C", "C", "F", "F", "F", "H", "H", "H", "H", "H", "C", "O", "C", "O", "O", "C", "H", "H", "H", "H", "H", "H", "C", "O", "C", "O", "O", "C", "H", "H", "H", "H", "H", "H", "C", "O", "C", "O", "O", "C", "H", "H", "H", "H", "H", "H", "C", "O", "C", "O", "O", "C", "H", "H", "H", "H", "H", "H", "C", "O", "C", "O", "O", "C", "H", "H", "H", "H", "H", "H", "C", "O", "C", "O", "O", "C", "H", "H", "H", "H", "H", "H"],
  "positions_angstrom": [[-4.033515, -1.772219, 3.481685], [-2.875991, -2.134990, 3.924171], [-2.826808, -3.179333, 4.810542], [-1.617626, -1.346847, 3.332446], [-1.242022, 0.142835, 4.648002], [-0.368341, -2.155936, 3.191866], [0.766549, -2.238293, 4.905273], [-0.614958, -3.497230, 2.595950], [-1.475335, -3.480031, 1.243402], [-0.838145, -2.620578, 0.063087], [-1.492054, -1.347233, -0.049940], [-1.002555, -3.348180, -1.168551], [0.571077, -2.474395, 0.215055], [-1.914483, -0.797823, 2.366516], [0.424525, -3.916270, 2.306482], [-1.016496, -4.243481, 3.384068], [-1.517463, -4.574876, 0.876206], [-2.571232, -3.196634, 1.450873], [5.152451, 1.009316, -2.288289], [3.784248, 1.183975, -2.649988], [2.985772, 0.161344, -2.294742], [3.331800, -0.840283, -1.721584], [1.736212, 0.453341, -2.692113], [0.770490, -0.551855, -2.378564], [5.700669, 1.890857, -2.622607], [5.256906, 0.927921, -1.204133], [5.573289, 0.131986, -2.784378], [0.700220, -0.694722, -1.299722], [1.016359, -1.491889, -2.878102], [-0.198868, -0.210504, -2.744893], [-0.284196, -0.425473, -9.546994], [-0.319987, 0.386153, -8.375514], [0.617512, 0.077068, -7.462297], [1.444045, -0.796438, -7.563924], [0.472692, 0.909165, -6.419662], [1.410412, 0.694869, -5.362437], [-1.081138, -0.087975, -10.210529], [0.669873, -0.310825, -10.066359], [-0.463849, -1.473147, -9.295821], [2.431960, 0.854379, -5.715752], [1.297817, -0.307046, -4.946099], [1.201335, 1.419299, -4.578539], [11.055021, 4.109841, -0.962883], [10.184987, 3.760397, -2.037659], [9.002717, 4.398248, -2.018499], [8.646235, 5.205023, -1.195859], [8.287278, 3.980053, -3.075750], [6.997055, 4.579461, -3.182894], [11.975339, 3.536728, -1.079629], [11.302984, 5.172974, -0.997858], [10.605019, 3.849462, -0.002410], [7.083220, 5.661180, -3.306320], [6.386082, 4.337571, -2.310381], [6.509803, 4.170003, -4.068498], [-3.986172, -2.932484, -1.765664], [-5.405547, -3.079675, -1.755972], [-5.828731, -4.304392, -1.405840], [-5.126417, -5.240991, -1.114407], [-7.172536, -4.305300, -1.436851], [-7.763500, -5.553359, -1.083131], [-3.758271, -1.907888, -2.061267], [-3.574805, -3.103280, -0.769493], [-3.533287, -3.610417, -2.492421], [-7.500497, -5.827894, -0.059264], [-7.460418, -6.335597, -1.782846], [-8.846364, -5.437881, -1.142245], [1.194383, 4.970705, 1.724127], [0.129200, 4.559887, 0.870797], [-0.329199, 3.319671, 1.121415], [0.079465, 2.573296, 1.974230], [-1.321469, 3.059609, 0.255488], [-1.905238, 1.765774, 0.409769], [1.483420, 5.981411, 1.433242], [0.867554, 4.990911, 2.766147], [2.059785, 4.315226, 1.603445], [-2.353706, 1.660455, 1.400408], [-1.161865, 0.985121, 0.237668], [-2.692523, 1.663848, -0.338118], [-3.904012, 1.057348, 10.680060], [-3.509265, 0.321741, 9.526541], [-4.476178, 0.192338, 8.597314], [-5.597261, 0.637361, 8.676860], [-3.977390, -0.513199, 7.575344], [-4.899407, -0.731322, 6.504703], [-3.050129, 1.098081, 11.357644], [-4.180042, 2.079315, 10.409961], [-4.728884, 0.557227, 11.192930], [-5.214303, 0.219288, 6.068214], [-5.763563, -1.303041, 6.850765], [-4.389719, -1.310835, 5.735001]],
  "forces_ev_per_a": [[3.2, 0.1, 0.2], [-3.8, -3.4, 2.1], [1.6, 4.4, -3.5], [-0.4, -0.3, 0.9], [-0.9, 0.0, -1.1], [-1.0, 0.6, -0.6], [0.3, -1.1, -0.3], [1.2, -1.2, -0.1], [-0.2, -0.6, 0.4], [0.1, -1.0, 0.4], [2.0, -2.8, -0.3], [0.3, 2.2, 2.2], [-3.4, 0.2, -0.6], [0.6, -1.1, 1.5], [-1.5, 0.8, 0.4], [0.0, 1.3, -1.5], [0.2, 1.8, 0.5], [1.7, 0.0, -0.5], [0.4, 0.0, 0.1], [-0.3, -0.1, 0.0], [-0.2, -0.1, 0.2], [-0.1, 0.4, -0.3], [0.7, 0.0, 0.5], [-0.4, -0.3, 0.2], [-0.3, 0.0, -0.1], [0.0, -0.2, -0.1], [-0.1, 0.0, 0.2], [0.2, 0.0, -0.2], [0.1, 0.0, 0.2], [0.2, 0.2, -0.1], [0.0, -0.2, -0.3], [0.2, 0.0, 0.2], [0.0, 0.2, 0.2], [-0.3, 0.3, 0.0], [0.0, -0.3, -0.6], [0.2, 0.2, 0.2], [0.0, 0.2, 0.3], [0.0, -0.1, 0.1], [0.2, 0.1, 0.0], [-0.1, -0.2, 0.0], [0.1, 0.1, -0.3], [-0.2, 0.0, -0.4], [0.3, 0.1, 0.3], [-0.4, 0.1, -0.1], [0.0, -0.1, -0.1], [0.2, -0.3, -0.3], [0.3, 0.0, 0.3], [-0.4, 0.2, -0.1], [-0.2, 0.0, -0.2], [-0.2, -0.1, 0.1], [0.0, 0.2, -0.1], [0.0, -0.1, 0.2], [0.1, 0.2, 0.0], [0.3, -0.1, 0.1], [0.4, 0.1, 0.0], [-0.3, -0.4, 0.0], [0.1, 0.2, 0.0], [-0.3, 0.3, -0.2], [0.3, 0.1, -0.1], [-0.2, -0.3, 0.1], [-0.3, -0.1, 0.0], [-0.1, -0.1, -0.2], [0.0, -0.1, 0.2], [0.1, 0.0, -0.2], [0.1, 0.0, 0.2], [0.2, 0.3, -0.1], [0.3, 0.1, 0.2], [-0.1, -0.2, -0.1], [-0.1, -0.2, 0.0], [-0.1, 0.4, -0.4], [0.3, 0.3, 0.1], [-0.2, -0.5, 0.1], [-0.2, -0.1, -0.2], [0.1, -0.2, -0.1], [-0.2, 0.0, 0.1], [0.2, -0.1, 0.0], [0.0, 0.1, 0.2], [0.1, 0.3, 0.0], [0.0, 0.1, 0.2], [-0.1, 0.0, 0.0], [0.2, -0.4, -0.8], [0.4, 0.0, 0.2], [-0.2, 0.5, 0.9], [-0.2, -0.3, -0.7], [0.1, -0.1, -0.2], [-0.1, -0.1, 0.0], [0.0, 0.2, -0.1], [0.0, -0.1, 0.2], [0.0, 0.2, 0.1], [0.1, 0.0, 0.2]]
}

No. 2
{
  "formula": "C67H61Br2Cl2Ge2N2O7RuS4",
  "method": "ωB97M-V/def2-TZVPD",
  "charge": -2,
  "e_lumo_ev": [3.54, 3.54],
  "s_squared": 8.759,
  "e_above_lowest_ev": 0.818,
  "spin_multiplicity": 6,
  "species": ["Ru", "C", "C", "C", "C", "C", "C", "C", "C", "C", "C", "C", "C", "C", "C", "C", "Ge", "S", "S", "Ge", "S", "S", "C", "C", "C", "C", "C", "C", "C", "C", "C", "C", "C", "C", "C", "C", "C", "C", "C", "C", "C", "C", "C", "C", "C", "C", "C", "C", "C", "C", "C", "C", "C", "C", "C", "H", "H", "H", "H", "H", "H", "H", "H", "H", "H", "H", "H", "H", "H", "H", "H", "H", "H", "H", "H", "H", "H", "H", "H", "H", "H", "H", "H", "H", "H", "H", "H", "H", "H", "H", "H", "H", "H", "H", "H", "H", "H", "H", "H", "H", "H", "H", "H", "H", "H", "Cl", "C", "C", "C", "Cl", "C", "O", "C", "C", "O", "C", "H", "H", "H", "Br", "C", "C", "C", "N", "C", "C", "H", "H", "H", "H", "O", "N", "O", "O", "Br", "C", "C", "C", "C", "C", "C", "C", "O", "O", "H", "H", "H", "H"],
  "positions_angstrom": [[0.372571, 0.345143, 2.541507], [1.369692, -4.649112, -4.020495], [1.909307, -3.254271, -3.830979], [2.792004, -2.964541, -2.802801], [3.260085, -1.671180, -2.580150], [4.125104, -1.385919, -1.381017], [2.850223, -0.650013, -3.438080], [1.975847, -0.925960, -4.495472], [1.503463, 0.185357, -5.394509], [1.514529, -2.220926, -4.674400], [3.359830, 0.745457, -3.255265], [4.421205, 1.138381, -4.068543], [4.961233, 2.407144, -3.961029], [4.442241, 3.283690, -3.022269], [3.387557, 2.912218, -2.189236], [2.822069, 1.627878, -2.310213], [1.368826, 1.021742, -1.092893], [2.213192, 0.908251, 0.910439], [0.417415, -0.914429, -1.747709], [-1.388586, 0.067395, -0.803297], [-1.658446, -0.451178, 1.289543], [-0.573544, 2.113892, -1.354393], [-3.052285, -0.401117, -1.803057], [-3.728547, 0.520802, -2.615339], [-4.905135, 0.151379, -3.273020], [-5.421127, -1.124873, -3.159276], [-4.764359, -2.038409, -2.354596], [-3.603686, -1.691680, -1.666458], [-3.051280, -2.755383, -0.765312], [-2.076506, -3.655822, -1.195017], [-1.526717, -3.655619, -2.600037], [-1.616368, -4.628154, -0.304569], [-2.123900, -4.745527, 0.976017], [-1.579970, -5.757584, 1.949520], [-3.148602, -3.884445, 1.357138], [-3.616003, -2.891927, 0.514812], [-4.683686, -1.945398, 0.998336], [-3.328214, 1.945163, -2.844215], [-3.646928, 2.927272, -1.906597], [-4.192368, 2.555231, -0.552140], [-3.390767, 4.260702, -2.216769], [-2.822133, 4.630676, -3.425297], [-2.598218, 6.081129, -3.767638], [-2.474696, 3.630079, -4.327399], [-2.717881, 2.292494, -4.053446], [-2.287886, 1.221010, -5.019138], [2.947680, 3.935420, -1.188187], [3.607319, 4.046141, 0.038764], [4.746754, 3.139842, 0.433339], [3.238159, 5.059897, 0.915245], [2.248341, 5.977189, 0.601662], [1.857301, 7.051618, 1.578971], [1.628936, 5.871855, -0.638139], [1.974846, 4.879106, -1.545302], [1.350553, 4.870788, -2.917457], [1.552240, -5.259707, -3.135986], [1.834864, -5.142312, -4.878119], [0.292712, -4.623786, -4.195908], [3.100658, -3.756658, -2.127217], [4.609533, -2.297955, -1.031036], [3.514100, -0.994693, -0.560627], [4.889162, -0.639106, -1.600861], [1.076216, 1.001080, -4.806114], [0.742505, -0.176941, -6.086020], [2.330548, 0.602683, -5.973575], [0.799940, -2.422487, -5.467408], [4.818315, 0.428955, -4.786733], [5.784256, 2.708740, -4.598610], [4.861987, 4.277209, -2.909415], [-5.408386, 0.895687, -3.880619], [-6.331460, -1.399955, -3.679268], [-5.152590, -3.043670, -2.232610], [-2.053210, -2.954580, -3.246526], [-1.612975, -4.657315, -3.029988], [-0.469849, -3.383930, -2.602560], [-0.832978, -5.304288, -0.631067], [-0.942373, -6.487613, 1.450374], [-2.386222, -6.289615, 2.459525], [-0.973851, -5.262927, 2.713484], [-3.577244, -3.972257, 2.350291], [-5.066886, -2.266522, 1.967776], [-5.516487, -1.877867, 0.296044], [-4.267221, -0.942055, 1.115761], [-4.984322, 1.808314, -0.628202], [-4.579623, 3.433419, -0.035815], [-3.400486, 2.133308, 0.075707], [-3.626908, 5.023547, -1.481570], [-2.610094, 6.702345, -2.871630], [-3.379981, 6.446227, -4.439473], [-1.640635, 6.223726, -4.270317], [-1.988884, 3.898823, -5.261307], [-1.793286, 1.660946, -5.885604], [-3.137903, 0.629036, -5.365086], [-1.590643, 0.532820, -4.532393], [4.877104, 2.311928, -0.260665], [4.561426, 2.718593, 1.421953], [5.680566, 3.708902, 0.471249], [3.735666, 5.123657, 1.878513], [2.708776, 7.353425, 2.191742], [1.073407, 6.678308, 2.239322], [1.469398, 7.931128, 1.061557], [0.864102, 6.591722, -0.912474], [0.824297, 5.809562, -3.089576], [0.629820, 4.059088, -3.030960], [2.107906, 4.745830, -3.694362], [1.890835, -7.459335, 3.234166], [1.649687, -5.776222, 2.803042], [1.860792, -5.377472, 1.468462], [1.673079, -4.079860, 1.098632], [1.973940, -3.607064, -0.539119], [1.263641, -3.039544, 2.029076], [1.099784, -1.864392, 1.652109], [1.093395, -3.509177, 3.376963], [0.768199, -2.587631, 4.423138], [0.641042, -1.373045, 4.320625], [1.277502, -4.858063, 3.736598], [2.175103, -6.104115, 0.730682], [0.637929, -3.037667, 5.426931], [1.115371, -5.150718, 4.768226], [4.716842, -1.009398, 7.706450], [3.777389, -0.324120, 6.201123], [2.714677, 0.531255, 6.387548], [2.066330, 0.999680, 5.251011], [2.421395, 0.642410, 4.019501], [3.448858, -0.191997, 3.864459], [4.172652, -0.701739, 4.928000], [2.356025, 0.811204, 7.366719], [1.215751, 1.661516, 5.342433], [3.685225, -0.473238, 2.843356], [4.998700, -1.378816, 4.766054], [-0.778236, 2.321200, 1.816264], [-0.338219, 3.149657, 2.656654], [-0.850500, 4.252003, 2.782063], [0.639065, 2.782053, 3.343994], [-3.979668, -2.454082, 9.135673], [-3.398133, -2.128016, 7.342313], [-3.841266, -2.973077, 6.338919], [-3.419563, -2.727602, 5.038443], [-2.583439, -1.655983, 4.756777], [-2.137773, -0.829376, 5.780952], [-2.548363, -1.068950, 7.088701], [-1.174585, 0.326394, 5.505621], [-0.642305, 0.858552, 6.481711], [-1.050110, 0.638541, 4.280868], [-4.501729, -3.798047, 6.568962], [-3.747575, -3.384095, 4.242709], [-2.270726, -1.448930, 3.741723], [-2.174467, -0.426333, 7.873736]],
  "forces_ev_per_a": [[-0.3, 0.3, -0.2], [0.1, 0.0, -0.1], [0.1, 0.0, -0.1], [0.6, 0.0, -1.1], [0.2, 0.0, -0.1], [0.0, 0.0, -0.1], [0.2, 0.0, -0.1], [0.1, 0.0, -0.2], [0.0, -0.1, 0.0], [0.0, 0.0, 0.0], [0.0, -0.1, 0.0], [0.0, 0.0, 0.0], [0.0, 0.0, 0.0], [0.0, 0.0, 0.0], [0.1, -0.1, 0.0], [-0.1, 0.1, 0.1], [-0.1, -0.1, 0.0], [-0.2, 0.3, 0.0], [-0.5, 0.3, 0.3], [0.2, -0.3, -0.2], [0.1, 0.2, -0.1], [0.1, 0.1, 0.3], [0.0, 0.0, 0.1], [-0.1, 0.0, -0.1], [0.0, 0.0, 0.0], [0.0, 0.0, 0.0], [0.0, 0.0, 0.0], [0.0, -0.1, 0.0], [0.0, 0.0, 0.0], [-0.1, 0.0, 0.0], [0.0, 0.1, 0.2], [0.0, 0.0, 0.0], [0.0, -0.1, 0.1], [-0.1, 0.1, 0.0], [0.0, 0.0, 0.0], [0.0, 0.0, 0.0], [0.0, 0.0, 0.0], [0.0, -0.1, 0.1], [0.0, 0.0, 0.1], [0.0, 0.0, -0.1], [0.0, 0.0, 0.0], [0.0, 0.0, 0.0], [0.0, 0.0, 0.0], [0.0, 0.0, 0.0], [-0.1, 0.0, 0.0], [0.0, 0.0, 0.0], [0.0, 0.0, -0.1], [0.0, -0.1, 0.0], [-0.1, 0.0, 0.0], [0.0, 0.0, 0.0], [0.0, 0.0, 0.0], [-0.1, -0.1, 0.0], [0.0, 0.0, 0.0], [0.0, 0.0, 0.0], [0.0, 0.0, 0.1], [0.0, 0.0, 0.0], [0.0, 0.0, 0.0], [0.1, -0.1, -0.1], [0.5, 0.2, -1.1], [0.0, 0.0, 0.0], [0.0, -0.1, 0.0], [0.0, 0.0, 0.0], [0.0, 0.0, 0.0], [0.0, 0.0, 0.0], [0.0, 0.0, 0.0], [0.0, 0.0, 0.0], [0.0, 0.0, 0.0], [0.0, 0.0, 0.0], [0.0, 0.0, 0.0], [0.0, 0.0, 0.0], [0.0, 0.0, 0.0], [0.0, 0.0, 0.0], [0.0, 0.0, 0.0], [0.0, 0.0, 0.0], [-0.1, 0.1, 0.1], [0.0, 0.0, 0.0], [0.0, 0.0, 0.0], [0.0, 0.0, 0.0], [-0.1, 0.0, -0.1], [0.0, 0.0, -0.1], [0.0, 0.0, 0.0], [0.0, 0.0, 0.0], [0.0, 0.0, 0.0], [0.0, 0.0, 0.0], [0.0, 0.0, 0.0], [0.0, 0.0, 0.0], [0.0, 0.0, 0.0], [0.0, 0.0, 0.0], [0.0, 0.0, 0.0], [0.0, 0.0, 0.0], [0.0, 0.0, 0.0], [0.0, 0.0, 0.0], [0.0, 0.0, 0.0], [0.0, 0.0, 0.0], [0.0, 0.0, 0.0], [0.0, 0.0, 0.0], [0.0, 0.0, 0.0], [0.0, 0.0, 0.0], [0.0, 0.0, 0.0], [0.0, 0.0, 0.1], [0.0, 0.0, 0.0], [0.0, 0.0, 0.0], [0.0, 0.0, 0.0], [0.0, -0.1, 0.0], [0.0, 0.0, 0.0], [0.0, 0.0, 0.0], [0.1, 0.0, 0.0], [0.0, 0.0, 0.0], [-0.1, 0.0, 0.1], [-1.0, -0.6, 2.2], [0.0, -0.2, 0.1], [0.1, 0.3, 0.0], [0.0, 0.0, 0.1], [0.0, 0.1, 0.0], [-0.1, -0.1, 0.1], [0.1, 0.0, 0.0], [0.0, 0.0, 0.0], [0.0, 0.0, 0.0], [0.0, 0.0, 0.0], [0.0, 0.0, 0.0], [0.0, 0.0, 0.0], [0.0, 0.0, 0.0], [0.1, 0.1, 0.0], [0.0, -0.3, 0.1], [0.0, 0.0, 0.0], [0.0, 0.0, 0.0], [0.0, 0.0, 0.0], [0.0, 0.0, 0.0], [0.0, 0.0, 0.0], [0.0, 0.0, 0.0], [-0.1, -0.3, 0.1], [0.1, 0.2, 0.0], [0.1, 0.1, 0.0], [0.2, -0.1, 0.1], [0.0, 0.0, 0.0], [0.0, 0.0, 0.0], [0.0, 0.0, 0.0], [0.0, 0.0, 0.1], [0.0, 0.0, 0.0], [0.0, 0.0, 0.0], [0.1, 0.0, 0.0], [-0.2, 0.0, 0.1], [0.0, 0.0, 0.0], [0.2, 0.1, -0.3], [0.0, 0.0, 0.0], [0.0, 0.0, 0.1], [0.0, 0.0, 0.0], [0.0, 0.0, 0.0]]
}

no.,maximum force (eV/A),E (eV)
1,5.88,-153251.5971
2,2.50,-411872.9224